This record from the OMol25 dataset describes a cluster of 2 separate species, C5H11O2 in total in a non-equilibrium geometry. The level of theory is the ωB97M-V functional and the def2-TZVPD basis.

```
! wB97M-V def2-TZVPD RIJCOSX def2/J DEFGRID3
* xyz -1 1
C -0.54359 -1.17429 -2.78778
C -0.05509 -2.60061 -2.48951
H -0.24341 -0.74331 -3.74221
H -1.61170 -1.10607 -2.57776
H -0.28062 -0.45241 -2.00748
H 0.92039 -2.59780 -2.00461
H -0.76482 -3.08340 -1.81152
H -0.10994 -3.15100 -3.42681
C 0.03985 0.89624 0.17865
C 1.53902 0.45671 0.16553
C -0.30197 0.92598 1.69758
O -1.12793 0.14535 2.21304
O 0.22673 1.93269 2.23651
H -0.22216 1.82934 -0.28665
H -0.44970 0.20299 -0.51498
H 1.51927 -0.61744 0.36197
H 2.00517 1.02350 0.96755
H 2.12654 0.69754 -0.73145
*
```

The calculation puts the energy relative to the best compared isomer or geometry (same formula, charge and spin) at 21.8 kcal per mole. The calculation puts the frontier orbital gap at 7.38 eV. As for the HOMO energy: -3.83 eV.

Mulliken atomic charge list, values in e, 4 entries: atom 1 (C): -0.59, atom 2 (C): -0.78, atom 3 (H): 0.36, atom 4 (H): 0.30